Here is C58H56N8O3PbS2Te as an isolated structure in a non-equilibrium geometry from the OMol25 dataset. Energies are from wB97M-V/def2-TZVPD.

Geometry as XYZ:
```
129
Properties=species:S:1:pos:R:3
Pb -0.0569 -0.1500 0.1244
C -1.3929 0.2188 6.5002
C 0.0459 -0.1495 6.1428
N 0.1566 -1.0046 4.9807
C 0.2130 -2.4344 5.1736
C -1.1475 -3.1178 5.0397
C 0.1731 -0.4355 3.7529
S 0.4781 -1.4791 2.4066
N 0.1471 0.8761 3.7507
C -0.1478 1.7574 2.8097
O -0.8369 1.5829 1.7852
C 0.3536 3.1297 3.1044
C 0.9582 3.8434 2.0747
C 1.4545 5.1103 2.3182
C 1.3183 5.6846 3.5723
C 0.6976 4.9829 4.5940
C 0.2279 3.7019 4.3641
H -1.3941 0.9494 7.3075
H -1.9478 -0.6574 6.8261
H -1.8894 0.6490 5.6346
H 0.5123 -0.6570 6.9921
H 0.6005 0.7669 5.9230
H 0.6290 -2.6241 6.1679
H 0.8882 -2.8474 4.4214
H -1.8400 -2.7691 5.8024
H -1.0214 -4.1929 5.1464
H -1.5698 -2.9144 4.0591
H 1.0508 3.3869 1.1003
H 1.9448 5.6578 1.5262
H 1.6977 6.6814 3.7477
H 0.5847 5.4293 5.5735
H -0.2534 3.1413 5.1515
C 13.8915 -1.3131 -3.4327
O 13.3343 -1.1400 -2.1551
C 11.9705 -1.1073 -2.0240
C 11.5000 -0.7258 -0.7650
C 10.1535 -0.6017 -0.5327
C 9.2148 -0.8781 -1.5397
C 9.6919 -1.2765 -2.7856
C 11.0524 -1.3908 -3.0289
C 7.8194 -0.7107 -1.2029
N 7.4309 -0.2958 -0.0136
C 6.0864 -0.2291 -0.0470
C 5.5931 -0.6551 -1.2918
N 6.7366 -0.9498 -2.0024
C 4.2584 -0.9873 -1.7729
C 4.1031 -1.9486 -2.7673
C 2.8358 -2.3777 -3.1574
C 1.7324 -1.8668 -2.5040
N 1.8363 -0.9350 -1.5654
C 3.0378 -0.4331 -1.2661
C 4.0400 0.6897 0.6849
N 3.0230 0.9467 1.5407
C 3.2216 0.9706 2.8604
C 4.5057 0.6526 3.2896
C 5.5261 0.2776 2.4273
C 5.2723 0.2447 1.0432
H 14.9615 -1.1485 -3.3103
H 13.4980 -0.5832 -4.1485
H 13.7259 -2.3258 -3.8182
H 12.2251 -0.5128 0.0068
H 9.7793 -0.2751 0.4241
H 9.0053 -1.4970 -3.5918
H 11.3841 -1.7028 -4.0079
H 6.7659 -1.2198 -2.9723
H 4.9677 -2.4119 -3.2218
H 2.7320 -3.1270 -3.9285
H 0.7274 -2.2039 -2.7159
H 2.4110 1.2069 3.5267
H 4.6894 0.6724 4.3538
H 6.4962 -0.0033 2.7987
C -6.1780 8.1117 1.8765
C -5.6066 6.8244 1.3539
C -4.3475 6.7859 0.7775
C -3.7899 5.5957 0.3355
C -2.4176 5.6175 -0.2634
C -4.4886 4.3911 0.4583
Te -3.1850 2.4743 0.3320
N -2.5337 0.5141 -0.1365
C -2.9053 -0.6972 0.1023
O -2.1170 -1.6793 -0.0501
C -4.3100 -1.0171 0.5180
C -4.9505 -0.3564 1.5583
C -6.2436 -0.7098 1.9096
C -6.9037 -1.7135 1.2218
C -6.2583 -2.3908 0.1991
C -4.9616 -2.0509 -0.1414
C -2.9846 2.6455 -1.7894
C -1.7257 2.8062 -2.3599
C -0.4929 3.0420 -1.5488
C -1.5929 2.7502 -3.7449
C -2.6778 2.5245 -4.5708
C -2.5205 2.4352 -6.0615
C -3.9237 2.3545 -3.9841
C -4.0863 2.4028 -2.6080
C -5.4398 2.1690 -2.0153
C -5.7650 4.4342 1.0137
C -6.5976 3.1913 1.1515
C -6.3163 5.6386 1.4407
H -5.3887 8.8453 2.0253
H -6.6850 7.9514 2.8268
H -6.9030 8.5288 1.1764
H -3.7777 7.7027 0.6812
H -2.0504 6.6387 -0.3592
H -2.4333 5.1557 -1.2483
H -1.7240 5.0530 0.3631
H -4.4278 0.4168 2.1085
H -6.7390 -0.2012 2.7258
H -7.9214 -1.9717 1.4821
H -6.7633 -3.1858 -0.3321
H -4.4315 -2.5836 -0.9169
H -0.6838 2.8222 -0.4999
H -0.1635 4.0785 -1.6415
H 0.3283 2.4168 -1.8974
H -0.6074 2.8644 -4.1758
H -1.5006 2.6716 -6.3559
H -3.2015 3.1250 -6.5608
H -2.7532 1.4278 -6.4085
H -4.7829 2.1575 -4.6132
H -6.1541 1.8510 -2.7731
H -5.8050 3.0831 -1.5496
H -5.3743 1.3972 -1.2462
H -5.9735 2.3021 1.0598
H -7.3607 3.1610 0.3721
H -7.1086 3.1734 2.1135
H -7.3137 5.6382 1.8640
S 3.2354 1.9566 -1.7631
C 3.0677 0.7821 -0.4245
N 2.0537 1.0467 0.6255
```

Properties
- Total energy: -4164.78493 Ha
- Largest force on an atom: 1.50 eV Å⁻¹
- 2S+1: 2
- Total charge: -1
- ⟨S²⟩: 0.76
- Relative energy (zero: lowest compared OMol25 entry of this formula, charge and spin): 111.2 kcal per mole
- E_HOMO (spin up / spin down): -4.09 / -4.33 eV

Here is C58H57N4O8P3RuS4 as an isolated structure from the OMol25 dataset. Energies are from wB97M-V/def2-TZVPD.

Geometry as XYZ:
```
135
Properties=species:S:1:pos:R:3
Ru 0.9974 -1.1060 0.0041
C 1.2598 -2.2944 5.0889
C 2.2723 -1.4594 4.3248
O 3.0945 -0.7426 5.2550
P 1.4751 -0.1547 3.3341
O 2.7023 0.6440 2.7474
O 0.8327 0.8187 4.4372
O 0.4027 -0.5110 2.3592
P 3.2245 -2.5149 3.1240
O 4.7065 -1.8209 3.2144
O 3.3186 -3.9229 3.5454
O 2.6366 -2.1494 1.7675
H 0.5285 -1.6661 5.5994
H 1.7889 -2.8956 5.8264
H 0.7415 -2.9734 4.4089
H 3.8966 -0.4690 4.7864
H 2.4626 0.9214 1.8139
H 1.3730 0.8270 5.2457
H 5.2755 -2.4527 3.6816
N 1.5859 1.0725 0.2330
S 0.8605 2.3607 0.4126
N 0.2414 2.9314 -0.9746
S -1.2693 2.9465 -1.3824
N -2.1261 1.6240 -1.1770
S -1.5179 0.2274 -1.6475
N -0.7606 -0.5159 -0.5956
C -2.9666 -0.6948 -2.0640
C -2.7678 -1.9159 -2.6969
C -3.8750 -2.6825 -3.0152
C -5.1500 -2.2365 -2.6858
C -5.3254 -1.0297 -2.0228
C -4.2271 -0.2434 -1.7074
C -0.6222 0.4680 -3.1625
C -1.2841 0.4308 -4.3848
C -0.5480 0.6338 -5.5422
C 0.8138 0.8873 -5.4703
C 1.4541 0.9433 -4.2363
C 0.7423 0.7179 -3.0727
C -2.1600 4.1044 -0.4319
C -3.4957 3.8952 -0.0706
C -4.2138 4.9444 0.4802
C -3.6250 6.1896 0.6581
C -2.2988 6.3918 0.2772
C -1.5630 5.3637 -0.2746
C -1.2336 3.3495 -3.0568
C -0.1069 3.9745 -3.6395
C -0.2298 4.5365 -4.8945
C -1.4458 4.5097 -5.5798
C -2.5606 3.9065 -4.9904
C -2.4749 3.3357 -3.7397
C 2.0423 3.6388 0.8196
C 2.5207 4.4643 -0.1860
C 3.4866 5.4099 0.1234
C 3.9628 5.5194 1.4240
C 3.4884 4.6708 2.4161
C 2.5277 3.7187 2.1185
C -0.4350 2.6180 1.6487
C -1.3607 1.6202 1.9165
C -2.3954 1.8837 2.7995
C -2.5096 3.1293 3.4009
C -1.5921 4.1287 3.1116
C -0.5514 3.8793 2.2331
H -1.7626 -2.2582 -2.9215
H -3.7431 -3.6312 -3.5202
H -6.0112 -2.8420 -2.9376
H -6.3201 -0.6965 -1.7560
H -4.3284 0.7012 -1.1897
H -2.3504 0.2526 -4.4316
H -1.0454 0.6012 -6.5031
H 1.3783 1.0537 -6.3790
H 2.5143 1.1579 -4.1830
H 1.2275 0.7579 -2.1042
H -3.9323 2.9144 -0.1996
H -5.2432 4.7861 0.7780
H -4.1951 7.0031 1.0881
H -1.8398 7.3639 0.4098
H -0.5315 5.5093 -0.5797
H 0.8348 3.9737 -3.1083
H 0.6363 4.9956 -5.3556
H -1.5292 4.9651 -6.5584
H -3.5050 3.8839 -5.5213
H -3.3389 2.8747 -3.2705
H 2.1359 4.3691 -1.1920
H 3.8652 6.0653 -0.6500
H 4.7053 6.2696 1.6636
H 3.8692 4.7512 3.4262
H 2.1546 3.0527 2.8876
H -1.2792 0.6559 1.4487
H -3.1159 1.1044 3.0165
H -3.3182 3.3244 4.0947
H -1.6894 5.1083 3.5615
H 0.1493 4.6661 1.9986
C -4.3397 -3.5116 2.3554
C -3.4719 -2.5381 2.8272
C -2.1495 -2.5224 2.4008
C -1.6902 -3.4910 1.5076
C -2.5663 -4.4679 1.0380
C -3.8864 -4.4745 1.4606
P 0.0630 -3.3977 1.0347
C 0.8299 -4.9138 1.6716
C 0.2969 -5.5944 2.7594
C 0.9075 -6.7546 3.2145
C 2.0512 -7.2280 2.5931
C 2.6003 -6.5355 1.5206
C 1.9993 -5.3756 1.0671
C 0.1566 -3.7201 -0.7505
C -0.1158 -4.8801 -1.4708
C 0.0869 -4.8848 -2.8409
C 0.6075 -3.7576 -3.4741
C 0.9258 -2.6165 -2.7523
C 0.6882 -2.6051 -1.3848
H -5.3715 -3.5265 2.6849
H -3.8229 -1.7949 3.5326
H -1.4663 -1.7546 2.7489
H -2.2225 -5.2262 0.3463
H -4.5616 -5.2399 1.0983
H -0.5965 -5.2224 3.2490
H 0.4881 -7.2887 4.0577
H 2.5237 -8.1347 2.9501
H 3.5012 -6.9006 1.0446
H 2.4376 -4.8198 0.2467
H -0.4527 -5.7773 -0.9655
H -0.1385 -5.7737 -3.4181
H 0.7856 -3.7719 -4.5426
H 1.3662 -1.7714 -3.2560
C 5.1271 -2.5767 -0.0080
S 4.3023 -0.9839 0.0077
C 5.3235 -0.1811 -1.2378
O 3.0257 -1.2393 -0.8139
H 4.9227 -3.0346 -0.9749
H 4.7129 -3.1722 0.8032
H 6.1950 -2.4226 0.1437
H 6.3169 0.0091 -0.8302
H 4.8241 0.7613 -1.4635
H 5.3710 -0.8072 -2.1284
```

Properties
- Total energy: -5776.66235 Ha
- Largest force on an atom: 0.87 eV Å⁻¹
- 2S+1: 6
- Total charge: +1
- ⟨S²⟩: 8.81
- Relative energy (zero: lowest compared OMol25 entry of this formula, charge and spin): 0.0 kcal per mole
- E_HOMO (spin up / spin down): -6.60 / -10.43 eV